134
Properties=species:S:1:pos:R:3 method="wB97M-V/def2-TZVPD" multiplicity=1 e_lumo_ev=-2.7 total_charge=+1 homo_energy_ha=-0.415 gap_ha=0.3152
C 1.50934 -1.94772 -2.61301
C 1.32665 -0.51988 -2.11436
C 0.80603 -0.39587 -0.68288
O -0.14085 -1.44521 -0.46001
C -0.72294 -1.61007 0.78068
C -0.61922 -0.38109 1.69976
O 0.63484 -0.33103 2.30503
C 0.63249 0.61267 3.38818
C 2.05988 0.92593 3.81408
O 2.42517 2.25691 3.50167
C 3.17405 2.38081 2.30646
C 3.30671 3.84246 1.94398
O 4.11886 4.60084 2.80191
C 5.50350 4.30418 2.75687
C 6.18501 4.65506 1.42733
C -0.11425 -2.79774 1.50743
C -0.57581 -4.14633 1.00283
C -2.08215 -4.31173 1.24887
C -2.79538 -2.96296 1.45660
P -4.61655 -3.31974 1.49896
O -4.77679 -4.51276 2.33772
O -5.15714 -3.45023 0.02464
O -5.37093 -2.01817 2.06510
N -2.26690 -1.94446 0.45489
S -2.46720 -2.67908 -1.18957
P -3.30191 -0.41169 0.43179
N -4.58998 -0.48322 -0.41901
H 0.57511 -2.50351 -2.60410
H 1.83722 -1.89808 -3.65211
H 2.28051 -2.48365 -2.06034
H 0.59919 -0.03282 -2.76259
H 2.24500 0.05182 -2.22304
H 0.31570 0.57685 -0.58943
H 1.61913 -0.44585 0.04241
H -1.39399 -0.48101 2.47870
H -0.80849 0.55575 1.17426
H 0.11476 0.18100 4.24311
H 0.15809 1.54106 3.06183
H 2.75445 0.22065 3.35145
H 2.14603 0.82225 4.89533
H 2.64814 1.88288 1.47966
H 4.14437 1.88587 2.40894
H 2.31406 4.28874 2.00538
H 3.62609 3.90796 0.89862
H 5.68420 3.26026 3.02794
H 5.93969 4.89861 3.55676
H 6.73613 3.80264 1.03439
H 5.46292 4.98526 0.68517
H 6.89641 5.46353 1.57251
H -0.37908 -2.75475 2.56400
H 0.96584 -2.69908 1.46379
H -0.07732 -4.91212 1.59325
H -0.32549 -4.30246 -0.04553
H -2.27186 -4.88302 2.15413
H -2.57484 -4.85783 0.44452
H -2.56964 -2.54271 2.43987
H -5.71320 -2.71868 -0.26176
H -5.16148 -1.91418 2.99978
H -2.34339 -1.53550 -1.87554
H -3.46297 -0.15011 1.79510
H -2.36079 0.47124 -0.08039
H -5.40339 -0.35869 0.17761
O 0.73139 -3.63887 4.28752
C 1.91636 -3.73493 4.44403
O 2.69363 -4.35389 3.53298
C 4.05775 -4.41763 4.00155
C 4.17409 -3.29673 5.02588
C 2.75789 -3.24942 5.60166
H 4.21934 -5.40262 4.44184
H 4.71918 -4.30078 3.14771
H 4.94883 -3.47259 5.76413
H 4.39834 -2.35613 4.51947
H 2.62468 -3.94194 6.43434
H 2.43749 -2.25994 5.91260
O 1.27583 0.57481 -5.05365
C 0.19997 0.57231 -5.58005
O -0.94701 0.58627 -4.85413
C -2.09525 0.47882 -5.73288
C -1.59799 0.95078 -7.08833
C -0.13164 0.52868 -7.05841
H -2.41345 -0.56732 -5.74861
H -2.90178 1.08982 -5.33755
H -2.15981 0.54124 -7.91700
H -1.66758 2.03725 -7.14286
H 0.01187 -0.49404 -7.41335
H 0.51484 1.20166 -7.61430
O 0.58068 -0.02626 7.42921
C -0.43357 0.57925 7.25959
O -1.17803 0.47722 6.11917
C -2.25869 1.43272 6.15577
C -2.48232 1.73853 7.63147
C -1.07117 1.59157 8.19072
H -1.95485 2.31636 5.59009
H -3.12728 0.98460 5.67813
H -2.93064 2.71464 7.79874
H -3.13635 0.98603 8.07214
H -0.50478 2.52152 8.11618
H -1.03972 1.23109 9.21449
O -0.30034 1.66172 -10.57514
C -0.43553 0.49947 -10.81065
O -1.29628 -0.27691 -10.10142
C -1.18883 -1.65192 -10.51600
C -0.60079 -1.59951 -11.92273
C 0.27516 -0.34767 -11.84843
H -0.53447 -2.17241 -9.81308
H -2.17782 -2.10148 -10.47805
H -0.06581 -2.50660 -12.19315
H -1.39846 -1.44850 -12.65051
H 1.27825 -0.56566 -11.47893
H 0.34852 0.19124 -12.78799
O 5.89486 0.18222 8.30047
C 5.11208 0.98110 8.72094
O 5.46088 1.91877 9.62949
C 4.31229 2.68167 10.03526
C 3.30899 2.52386 8.89745
C 3.63472 1.12031 8.38567
H 3.94184 2.26957 10.97600
H 4.62430 3.70932 10.20012
H 2.27731 2.65455 9.21799
H 3.51705 3.25867 8.11863
H 3.08080 0.34817 8.92051
H 3.47279 1.00277 7.31861
O -4.67513 2.67467 -6.58456
C -5.01447 2.42983 -7.70579
O -4.42075 1.45629 -8.43163
C -4.94572 1.42936 -9.77217
C -6.31346 2.09824 -9.67253
C -6.08881 3.10165 -8.53881
H -4.25828 1.97967 -10.41703
H -4.99038 0.39539 -10.10403
H -6.63705 2.54476 -10.60954
H -7.06231 1.36509 -9.37125
H -5.69343 4.05255 -8.89866
H -6.97361 3.28549 -7.93697

***

10
Properties=species:S:1:pos:R:3 method="wB97M-V/def2-TZVPD" multiplicity=1 e_above_lowest_kcal_mol=15.90 smiles="O=C1CC=CO1" e_lumo_ev=0.8 homo_energy_ha=-0.350 gap_ha=0.3786
O 1.97692 -0.09616 -0.11490
C 0.80554 -0.03009 0.01220
C -0.03121 1.27204 0.06580
C -1.42151 0.65052 -0.13205
C -1.35063 -0.71479 -0.04308
O -0.01439 -1.18498 0.10981
H 0.26612 1.37056 1.26854
H 0.45159 2.06855 -0.54152
H -2.34376 1.20596 0.00505
H -2.08732 -1.46200 -0.10857

***

59
Properties=species:S:1:pos:R:3 method="wB97M-V/def2-TZVPD" multiplicity=1 e_above_lowest_kcal_mol=16.48 e_lumo_ev=-0.1 homo_energy_ha=-0.287 gap_ha=0.2830
Tl 0.38531 0.15635 0.20601
C -2.13353 -2.56557 4.73451
N -1.60904 -2.52467 3.37901
C -1.28103 -3.60887 2.59610
C -0.79148 -3.10289 1.42815
N -0.82107 -1.73490 1.49008
C -1.31499 -1.40977 2.67035
P -1.51495 0.38685 3.10668
C 0.32070 0.55107 3.25295
N 1.27298 0.15009 2.42152
C 2.46919 0.55697 2.94769
C 2.23570 1.19905 4.12350
N 0.87459 1.19709 4.30787
C 0.16633 1.83562 5.40991
C -2.32396 0.69381 1.46119
N -1.92011 0.50783 0.20866
C -2.91545 0.95466 -0.61701
C -3.93895 1.41894 0.14424
N -3.55630 1.25791 1.45340
C -4.30072 1.72340 2.61594
H -2.20370 -3.60088 5.05480
H -1.47237 -2.03276 5.41570
H -3.12349 -2.11462 4.77970
H -1.42990 -4.62151 2.93022
H -0.42221 -3.62655 0.56264
H 3.40268 0.35718 2.44726
H 2.90811 1.65883 4.82793
H 0.86424 2.46936 5.94898
H -0.63624 2.45714 5.01993
H -0.24349 1.09056 6.08978
H -2.83305 0.89939 -1.68969
H -4.89211 1.83669 -0.12904
H -5.20269 2.22062 2.27170
H -4.57546 0.89127 3.25979
H -3.69162 2.42795 3.17966
N 1.35546 3.92488 0.17967
C 0.43877 3.62021 1.14512
N 0.02433 4.50400 2.06320
N -0.84344 3.82491 2.81064
N -0.94682 2.61476 2.36450
N -0.14434 2.44172 1.29222
C 1.97084 3.01706 -0.65925
N 2.95346 3.36630 -1.45893
N 3.27576 2.23105 -2.12027
N 2.53498 1.25723 -1.73767
N 1.67404 1.71883 -0.79458
H 1.72155 4.86119 0.17036
Cl -0.27127 -0.42656 -2.57758
C 0.99799 -1.53669 -3.02227
C 1.06477 -1.85099 -4.36912
C 2.02029 -2.73593 -4.82426
C 2.90216 -3.30495 -3.92228
C 2.82559 -2.97639 -2.58247
Cl 3.95575 -3.73309 -1.50580
C 1.87669 -2.06952 -2.07076
S 1.90244 -1.76288 -0.34289
H 0.36150 -1.39308 -5.05144
H 2.07867 -2.98346 -5.87529
H 3.65868 -4.00562 -4.24841

***

36
Properties=species:S:1:pos:R:3 method="wB97M-V/def2-TZVPD" multiplicity=1 e_above_lowest_kcal_mol=15.72 e_lumo_ev=-3.0 homo_energy_ha=-0.219 gap_ha=0.1091
Na -1.05646 -4.60943 -2.37466
Na -0.70088 -0.56880 -5.03560
C -0.30447 -0.32965 -0.73234
O -1.27457 -0.99218 -1.16134
O -0.08398 -0.24539 0.48310
O 0.43964 0.26368 -1.44967
O 3.40066 -2.26388 -1.66941
H 2.66300 -1.68137 -1.48842
H 2.99919 -3.05486 -2.02916
O -3.95387 1.18255 -3.02502
H -3.31766 0.68890 -2.50755
H -3.43361 1.59658 -3.71360
O 1.22326 -0.20578 4.51722
H 1.65694 0.64600 4.56835
H 0.95740 -0.28512 3.60111
O -3.64369 0.67246 4.28262
H -3.05025 1.41922 4.20249
H -3.37162 0.07399 3.58689
O 3.52792 1.53084 0.92210
H 2.68948 1.31670 0.51294
H 3.93286 0.68158 1.09820
O 0.30675 -4.14840 1.93218
H 0.17970 -3.20001 1.95767
H 1.25522 -4.26191 1.87099
O 4.22308 1.50603 -3.53413
H 3.53645 1.43409 -2.87111
H 5.04058 1.42620 -3.04265
O -1.52212 3.25901 1.97176
H -1.27113 2.41122 1.60505
H -0.97733 3.35329 2.75313
O -3.87769 -2.66557 1.43827
H -3.50782 -3.54466 1.51969
H -3.37826 -2.25976 0.72967
O 0.49576 3.90376 -2.94174
H 0.39470 3.13477 -2.38078
H -0.19714 3.81606 -3.59629

***

50
Properties=species:S:1:pos:R:3 method="wB97M-V/def2-TZVPD" multiplicity=1 e_lumo_ev=-8.3 total_charge=+2 homo_energy_ha=-0.528 gap_ha=0.2220
C 0.28384 0.85519 -7.00331
C 1.65830 1.34072 -6.69197
C 0.02941 -0.60269 -6.97096
C -0.84872 1.77786 -6.70860
Cl 0.16608 1.24411 -2.37600
H -0.05380 -1.11721 -7.94014
H -0.91322 -0.85352 -6.45199
H 0.82084 -1.15849 -6.43582
H 2.26246 1.66654 -7.55822
H 2.27471 0.57175 -6.18254
H 1.63873 2.20406 -5.99286
H -1.29494 2.28782 -7.58018
H -0.54986 2.58400 -6.00584
H -1.69664 1.26290 -6.21419
C 1.82155 -1.36948 0.85031
C 0.93619 -2.10254 0.02515
C 1.18138 -1.74439 -1.33712
H 0.23401 -2.83246 0.36968
C 2.30148 -0.85765 -1.35095
C 2.66875 -0.58994 -0.01903
H 3.43299 0.11427 0.30075
H 1.85022 -1.35536 1.93116
H 0.66290 -2.14956 -2.19627
H 2.79705 -0.48851 -2.24081
C -2.37201 1.12852 0.32637
C -2.08888 -0.05359 1.09940
C -1.94846 -1.13324 0.18803
H -1.99556 -0.08151 2.17841
C -2.08660 -0.62873 -1.14013
C -2.39956 0.76445 -1.04108
H -2.61198 1.43632 -1.86433
H -2.47701 2.13893 0.71643
H -1.82600 -2.16393 0.46262
H -2.01703 -1.21882 -2.04756
Ce 0.13726 0.42148 -0.04237
N -1.30692 3.26453 6.39523
C -1.49130 2.93485 5.07480
O -2.57296 3.06344 4.50886
C -0.27238 2.38604 4.39174
C 1.00393 2.25872 4.97793
C 2.01509 1.68639 4.20267
C 1.75859 1.28261 2.88231
N 0.52596 1.37358 2.30660
C -0.45714 1.95319 3.06069
H -2.11162 3.62568 6.87768
H -0.46396 3.07545 6.90917
H 1.21824 2.57568 6.00646
H 3.02422 1.53621 4.59435
H 2.56344 0.88435 2.25861
H -1.43038 2.08559 2.57777

***

19
Properties=species:S:1:pos:R:3 method="wB97M-V/def2-TZVPD" multiplicity=1 e_above_lowest_kcal_mol=174.42 e_lumo_ev="-4.2 / -4.2" total_charge=+1 homo_energy_ha="-0.479 / -0.479" gap_ha="0.3241 / 0.3239"
C -0.97116 0.96136 -0.74880
C -1.31620 0.79761 0.47681
C 1.29572 0.57054 0.03854
C -2.74166 0.66050 1.09622
C 1.32426 -1.53608 -1.53520
N 0.92268 0.77242 1.33225
N 1.58499 -0.97375 -0.18722
O -0.51197 0.61207 1.59446
H -0.86863 1.03134 -1.75095
H 2.05365 1.03789 -0.56079
H -3.15563 1.68327 1.38903
H -2.46290 0.05119 1.96922
H -3.41804 0.43378 0.28521
H 1.98883 -1.20854 -2.27368
H 1.29780 -2.57469 -1.48938
H 0.38755 -1.27834 -1.98964
H 1.16348 1.58415 1.79002
H 2.50389 -1.16785 0.10687
H 0.92334 -1.45687 0.45703

***

The following energy values (in eV) correspond, in order, to the records above: -112884.9215, -8306.3875, -93260.0064, -36808.0516, -51609.6489, -10378.0416.